ORCA calculation (the ωB97M-V functional and the def2-TZVPD basis) on a 2-piece molecular cluster, C26H33BO3S overall at a distorted geometry.

## Properties
Spin multiplicity ... 1
Strongest force on any atom ... 5.2 eV Å⁻¹
SMILES ... CO[C@@H](B1OC(C)(C)C(C)(C)O1)c1ccc(C)cc1.Cc1ccc(-c2ccccc2)s1
HOMO energy ... -7.31 eV
E_tot ... -45151.42233 eV

Last column: Löwdin charge in e.
Atoms and positions in Å:
C 1.5115 2.3843 -0.3976  -0.059
O 0.8375 1.1627 -0.0155  -0.182
C 0.3839 0.4794 -1.1224  -0.216
C -1.0618 0.4536 -1.4476  -0.184
C -1.8632 -0.6714 -1.2269  -0.020
C -3.1528 -0.7177 -1.7424  -0.042
C -3.6846 0.3549 -2.4674  -0.289
C -5.0705 0.2856 -3.0376  -0.062
C -2.8791 1.4825 -2.6785  -0.049
C -1.5917 1.5367 -2.1638  -0.024
H 1.6197 3.0073 0.4950  0.060
H 2.4932 2.1042 -0.8012  0.096
H 0.9422 2.9157 -1.1805  0.091
H 0.8993 0.8623 -2.0548  0.131
H -1.4227 -1.5076 -0.6845  0.119
H -3.7523 -1.6153 -1.5958  0.110
H -5.5481 1.2713 -3.0306  0.076
H -5.0692 -0.0611 -4.0794  0.083
H -5.7017 -0.4058 -2.4671  0.076
H -3.2854 2.3178 -3.2471  0.114
H -0.9719 2.4235 -2.3206  0.114
C 1.9271 0.7901 5.4242  -0.114
C 1.0624 0.6916 4.2306  -0.598
C 0.2457 -0.3809 3.8949  -0.132
C -0.6270 -0.1050 2.8064  -0.113
C -0.4932 1.1880 2.3076  -0.463
B 1.4441 -0.8039 -1.8509  -0.464
C -1.4929 1.9460 1.6035  -0.241
C -2.7483 1.3637 1.3122  -0.030
C -3.6932 2.0730 0.5950  -0.089
C -3.4001 3.3537 0.1275  -0.097
C -2.1544 3.9419 0.3950  -0.079
C -1.2517 3.2832 1.2222  -0.062
O 2.7879 -0.6055 -1.6002  0.138
C 3.0642 -1.7450 -0.7470  -0.453
C 4.5414 -2.0467 -0.9132  -0.013
C 2.8310 -1.3716 0.7163  -0.007
C 2.0274 -2.8411 -1.2355  -0.443
C 2.5822 -3.7473 -2.3304  -0.018
C 1.4294 -3.7276 -0.1466  -0.008
O 0.9552 -2.0703 -1.8383  0.146
S 0.8829 1.9551 3.0792  1.094
H 1.6831 -0.0335 6.1071  0.083
H 2.9834 0.7079 5.1490  0.077
H 1.7674 1.7476 5.9375  0.078
H 0.2502 -1.3069 4.4631  0.107
H -1.3762 -0.7991 2.4294  0.105
H -2.9610 0.3464 1.6510  0.111
H -4.6395 1.5905 0.3484  0.109
H -4.1325 3.8900 -0.4549  0.096
H -1.8696 4.8992 -0.0416  0.105
H -0.3633 3.8026 1.5896  0.089
H 4.8352 -2.9266 -0.3316  0.096
H 4.8164 -2.2049 -1.9621  0.090
H 5.1088 -1.1904 -0.5236  0.097
H 3.1463 -2.2140 1.3487  0.099
H 3.4353 -0.4917 0.9765  0.105
H 1.7792 -1.1482 0.9419  0.088
H 3.3317 -4.4418 -1.9302  0.092
H 1.7523 -4.3430 -2.7308  0.096
H 3.0379 -3.1783 -3.1555  0.099
H 2.2256 -4.3502 0.2920  0.099
H 0.9766 -3.1656 0.6791  0.084
H 0.6601 -4.3945 -0.5690  0.100

---

ORCA calculation (the ωB97M-V functional and the def2-TZVPD basis) on one molecule with the formula C9H12N2 at a distorted geometry.

## Properties
Spin multiplicity ... 1
Strongest force on any atom ... 8.4 eV Å⁻¹
SMILES ... C#CCN(C)Cc1ccc[nH]1
HOMO energy ... -7.29 eV
E_tot ... -12498.78246 eV

Last column: Löwdin charge in e.
Atoms and positions in Å:
C -0.8787 -1.5237 1.3949  -0.093
C -2.2861 -0.3127 -0.4861  -0.207
C -2.2861 1.1194 -0.1494  -0.171
C -2.2121 2.3816 -0.0648  0.064
C 0.0276 -1.1418 -0.8792  -0.146
C 1.1714 -0.2244 -0.3452  -0.263
C 2.7370 -0.5918 -0.5734  0.021
C 3.0145 0.6163 0.1948  -0.197
C 1.9821 1.6478 0.5022  -0.122
H -0.7781 -0.5679 2.1434  0.129
H -1.6906 -2.5139 1.6603  0.146
H -0.0324 -2.1617 1.3902  0.030
H -2.0206 -0.2144 -1.5810  0.128
H -3.4306 -0.5023 -0.3700  0.150
H -2.2855 3.5860 -0.1797  0.100
H 0.3208 -2.2247 -0.7631  0.129
H -0.1398 -0.8027 -1.8382  0.083
H 3.1265 -1.5712 -1.0787  0.118
H 4.2016 1.0267 0.1791  0.122
H 1.8492 2.5991 0.9263  0.072
H -0.1167 1.4301 -0.2701  0.176
N -1.1124 -1.0319 0.0278  -0.268
N 0.8390 0.9783 0.1601  -0.001

---

ORCA calculation (the ωB97M-V functional and the def2-TZVPD basis) on one molecule with the formula C3H5N3 at a distorted geometry.

## Properties
Spin multiplicity ... 1
Strongest force on any atom ... 2.2 eV Å⁻¹
HOMO energy (alpha / beta) ... -8.52 / -8.45 eV
E_tot ... -7657.74704 eV

Last column: Löwdin charge in e.
Atoms and positions in Å:
C -1.7700 -0.2930 -0.0041  -0.029
C -0.2275 -0.2648 0.0280  -0.487
N 0.1322 -1.4526 0.0250  0.280
N 2.3218 -0.4017 -0.0436  0.049
N 1.8730 0.7698 -0.0047  -0.082
C 0.5660 0.9406 0.0292  -0.155
H -2.0794 0.3390 0.8248  0.081
H -2.0643 0.1011 -0.9766  0.084
H -2.2298 -1.2816 0.1240  0.081
H 3.3542 -0.3787 -0.0414  0.085
H 0.1239 1.9219 0.0395  0.092

---

ORCA calculation (the ωB97M-V functional and the def2-TZVPD basis) on C22H32F6N5O5S2Zn as an isolated structure.

## Properties
Total charge ... -1
Spin multiplicity ... 1
Strongest force on any atom ... 0.5 eV Å⁻¹
HOMO energy ... -5.15 eV
E_tot ... -127417.86083 eV

Last column: Löwdin charge in e.
Atoms and positions in Å:
Zn -0.5922 0.2096 -0.6844  0.653
C 0.5389 2.9162 1.2449  -0.189
N 0.0775 2.3272 0.0057  -0.007
C -0.0749 3.1239 -0.9903  -0.097
C -0.6050 2.6608 -2.2300  -0.345
C -0.8580 3.3187 -3.4347  -0.075
C -1.4002 2.3542 -4.2910  -0.112
C -1.4482 1.1614 -3.5595  -0.159
N -0.9684 1.3455 -2.3222  -0.025
C -0.5792 3.2018 2.2280  -0.219
C -1.8457 2.6514 2.0778  -0.025
C -2.8289 2.8908 3.0287  -0.065
C -2.5608 3.6859 4.1328  -0.102
C -1.2979 4.2433 4.2849  -0.102
C -0.3161 3.9996 3.3378  -0.060
H 1.0779 3.8547 1.0522  0.112
H 1.2512 2.2324 1.7167  0.106
H 0.1905 4.1834 -0.9019  0.130
H -0.6736 4.3618 -3.6447  0.088
H -1.7272 2.4928 -5.3094  0.076
H -1.8059 0.1910 -3.8686  0.099
H -2.0633 2.0097 1.2346  0.092
H -3.8037 2.4361 2.9061  0.107
H -3.3290 3.8669 4.8743  0.094
H -1.0767 4.8666 5.1430  0.093
H 0.6719 4.4317 3.4626  0.107
F -0.4906 -4.3905 -2.5141  0.124
C -0.9466 -4.0481 -1.3021  -0.668
F -1.5271 -5.1174 -0.7560  0.136
F 0.1031 -3.7118 -0.5539  0.120
S -2.1368 -2.6572 -1.5210  0.609
O -1.2782 -1.5732 -1.9563  -0.316
O -3.0734 -3.1846 -2.4666  -0.266
N -2.7405 -2.5269 -0.0812  -0.272
S -3.1454 -1.1887 0.6405  0.619
O -2.7820 0.0350 -0.0535  -0.325
O -3.0860 -1.2623 2.0642  -0.260
C -4.9615 -1.2227 0.3219  -0.674
F -5.5319 -2.3037 0.8611  0.127
F -5.2249 -1.2190 -0.9851  0.132
F -5.5367 -0.1393 0.8655  0.118
C 1.7754 -1.1115 1.6933  -0.051
C 0.2739 -1.2091 1.9846  -0.716
C -0.0417 -2.6393 2.4416  -0.038
C -0.0623 -0.2657 3.1495  -0.027
O -0.4904 -0.8981 0.8655  -0.308
H 2.3705 -1.2702 2.5976  0.083
H 2.0181 -0.1233 1.2921  0.063
H 2.0667 -1.8691 0.9626  0.058
H 0.5420 -2.9028 3.3297  0.079
H 0.1884 -3.3531 1.6534  0.061
H -1.1015 -2.7172 2.6813  0.072
H 0.5402 -0.4977 4.0337  0.080
H -1.1183 -0.3610 3.4022  0.075
H 0.1230 0.7703 2.8731  0.053
C 3.7382 -2.9414 -2.1368  -0.045
C 3.4964 -1.4414 -2.0003  -0.633
C 3.8808 -0.7306 -3.2957  -0.052
C 4.3375 -0.8909 -0.8405  -0.051
N 2.0474 -1.3006 -1.8100  -0.045
N 1.5537 -0.0101 -1.5168  0.020
H 4.7908 -3.1445 -2.3396  0.081
H 3.1341 -3.3457 -2.9493  0.086
H 3.4635 -3.4606 -1.2151  0.083
H 4.9442 -0.8632 -3.5044  0.080
H 3.6867 0.3419 -3.2282  0.073
H 3.3014 -1.1324 -4.1276  0.085
H 5.3973 -1.0716 -1.0313  0.081
H 4.0697 -1.3696 0.1012  0.066
H 4.2140 0.1886 -0.7245  0.072
H 1.7010 -1.9248 -1.0917  0.079
H 1.3992 0.4926 -2.3843  0.089
H 2.1658 0.5451 -0.9225  0.072

---

Sequential energy relative to the best compared isomer or geometry (same formula, charge and spin) output: 0.000 9.952 4.708 0.000 eV